Record 1
Here is a molecular structure, C22H21BrCsN5O12 at a distorted geometry from OMol25. Energies are from ωB97M-V/def2-TZVPD.

The geometry in XYZ format:
```
62
Properties=species:S:1:pos:R:3:forces:R:3
Cs -0.392 -0.258 -1.068 -0.109 -0.081 1.066
O 2.281 -2.921 -2.931 -0.001 0.010 0.007
C 1.536 -1.990 -3.278 0.133 -0.034 -0.148
O 0.300 -1.866 -3.066 0.156 -0.373 -0.470
C 2.152 -0.860 -4.118 -0.099 -0.027 0.094
C 2.783 -1.171 -5.277 0.035 -0.028 -0.087
C 3.227 -0.159 -6.167 -0.120 0.000 0.165
C 3.007 1.167 -5.868 0.069 0.126 -0.172
C 2.417 1.520 -4.670 0.022 -0.372 0.088
C 1.987 0.527 -3.680 0.157 0.310 -0.264
O 1.515 0.823 -2.573 0.441 0.243 -0.463
N 2.228 2.929 -4.453 -0.142 0.134 0.050
O 2.162 3.670 -5.441 0.047 -0.015 0.004
O 2.126 3.358 -3.315 0.042 -0.026 -0.022
N 3.889 -0.499 -7.384 0.163 -0.030 0.018
O 4.079 -1.686 -7.638 -0.052 0.011 -0.027
O 4.270 0.400 -8.136 -0.051 0.000 -0.021
H 2.937 -2.209 -5.537 -0.004 -0.005 0.019
H 3.315 1.935 -6.561 -0.012 0.000 0.017
C 0.055 -3.580 0.401 0.094 -0.047 0.074
O 0.939 -2.951 1.313 -0.087 0.106 0.128
C 0.342 -2.843 2.586 0.121 -0.149 -0.008
C 1.250 -2.075 3.521 -0.040 -0.053 -0.059
O 1.312 -0.689 3.296 -0.044 0.104 0.037
C 0.097 -0.023 3.592 0.043 -0.058 -0.042
H -0.179 -4.596 0.754 0.056 -0.027 -0.149
H 0.536 -3.606 -0.577 0.003 -0.022 0.029
H -0.884 -3.026 0.349 -0.123 0.038 -0.077
H 0.208 -3.850 3.024 -0.054 0.013 -0.072
H -0.646 -2.379 2.506 -0.030 -0.008 0.016
H 2.268 -2.450 3.402 -0.006 0.005 0.037
H 0.915 -2.273 4.554 0.035 0.033 -0.005
H -0.229 -0.259 4.616 -0.004 0.004 0.017
H -0.707 -0.282 2.897 0.025 0.036 -0.004
H 0.296 1.043 3.519 -0.006 0.059 -0.030
O -0.471 7.039 -1.884 -0.007 -0.002 -0.013
C -0.361 5.737 -1.492 0.023 0.005 0.046
C -0.774 4.680 -2.288 0.015 -0.001 -0.019
C -0.596 3.397 -1.808 0.043 0.056 -0.073
N -0.058 3.121 -0.622 -0.027 0.000 0.152
C 0.308 4.145 0.108 -0.035 -0.004 -0.180
Br 1.097 3.749 1.795 0.017 -0.037 0.087
C 0.190 5.478 -0.248 0.005 0.049 -0.009
H -0.757 7.055 -2.803 0.003 0.003 -0.005
H -1.186 4.849 -3.275 -0.005 -0.027 -0.003
H -0.885 2.553 -2.421 0.024 -0.085 0.030
H 0.527 6.280 0.390 0.005 -0.016 0.012
O -2.276 -1.075 1.290 -0.159 -0.004 -0.021
N -3.479 -0.916 0.976 0.029 0.005 0.083
N -3.707 0.069 0.158 -0.087 -0.021 0.057
O -2.799 0.871 -0.314 -0.533 0.180 0.102
C -5.067 0.272 -0.200 0.010 0.022 0.001
C -5.364 1.368 -1.002 -0.009 0.041 -0.031
C -6.676 1.610 -1.383 -0.031 -0.035 0.015
C -7.700 0.769 -0.974 -0.005 0.003 -0.002
C -7.394 -0.328 -0.174 -0.003 0.007 -0.004
C -6.091 -0.584 0.214 0.043 0.004 0.012
H -4.548 2.005 -1.310 0.022 -0.018 0.017
H -6.900 2.466 -2.009 0.021 0.007 -0.003
H -8.722 0.958 -1.277 0.000 0.002 0.003
H -8.183 -0.997 0.149 0.004 -0.004 0.002
H -5.846 -1.434 0.831 -0.021 -0.007 0.000
```
Forces are in eV/Å.

Values from the calculation:
total charge: -2
highest occupied orbital energy: -0.0924 Eh
energy relative to the best compared isomer or geometry (same formula, charge and spin): 16.5 kcal/mol

***

Record 2
Here is a molecular structure, C37H26CoN9Se3 from OMol25. Energies are from ωB97M-V/def2-TZVPD.

The geometry in XYZ format:
```
76
Properties=species:S:1:pos:R:3:forces:R:3
Co 1.153 0.037 0.734 0.026 0.068 -0.007
C -1.300 4.993 -2.737 0.020 -0.007 -0.007
C -2.404 4.842 -1.890 -0.016 0.004 0.021
C -2.397 3.918 -0.858 -0.003 0.010 -0.007
C -1.254 3.150 -0.700 0.040 0.024 -0.024
C -0.912 2.075 0.227 0.032 -0.017 0.003
N 0.324 1.599 -0.050 0.000 0.000 -0.036
C 0.827 2.312 -1.104 0.019 0.036 -0.005
N 2.003 2.201 -1.663 -0.020 -0.002 0.001
C 2.899 1.311 -1.259 0.007 -0.010 -0.004
C 4.219 1.216 -1.855 0.011 -0.021 0.023
C 4.846 1.932 -2.870 0.014 0.008 -0.014
C 6.139 1.573 -3.201 -0.016 0.014 -0.011
C 6.794 0.523 -2.538 0.006 -0.015 0.018
C 6.170 -0.188 -1.530 0.012 -0.001 -0.012
C 4.869 0.174 -1.197 -0.018 0.013 0.005
C 3.925 -0.341 -0.222 -0.016 0.031 -0.023
N 4.196 -1.361 0.565 -0.001 -0.035 0.027
C 3.330 -1.834 1.431 0.028 0.056 -0.006
N 2.065 -1.381 1.685 -0.047 -0.035 0.016
C 1.523 -2.161 2.646 -0.030 0.030 -0.021
N 0.323 -2.058 3.202 -0.006 0.002 -0.006
C -0.520 -1.119 2.861 0.031 0.001 -0.019
N -0.362 -0.144 1.917 0.051 -0.078 0.033
C -1.466 0.642 1.934 0.001 0.022 -0.033
N -1.742 1.674 1.169 -0.021 0.007 0.030
C -2.397 0.169 2.956 -0.001 -0.032 0.034
C -3.633 0.634 3.378 0.001 0.008 -0.011
C -4.271 -0.074 4.384 -0.004 -0.008 -0.003
C -3.685 -1.214 4.949 -0.003 0.008 0.003
C -2.445 -1.667 4.530 0.011 -0.004 -0.007
C -1.811 -0.953 3.525 -0.039 0.025 -0.006
C 2.474 -3.182 3.052 0.044 -0.003 -0.001
C 2.407 -4.209 3.986 0.004 0.003 0.008
C 3.520 -5.017 4.129 -0.005 -0.005 0.003
C 4.674 -4.805 3.359 0.007 0.002 0.000
C 4.740 -3.781 2.432 -0.002 -0.004 -0.008
C 3.620 -2.970 2.289 -0.028 -0.034 0.010
N 2.765 0.376 -0.288 -0.038 0.024 0.003
C -0.160 3.295 -1.544 -0.033 -0.025 0.030
C -0.161 4.221 -2.576 -0.010 0.004 -0.018
H -1.347 5.719 -3.539 0.005 0.000 -0.001
H -3.283 5.453 -2.055 -0.002 -0.005 0.000
H -3.251 3.778 -0.210 0.003 0.001 0.001
H 4.330 2.736 -3.377 -0.003 0.000 0.001
H 6.659 2.105 -3.988 -0.001 0.000 -0.001
H 7.806 0.268 -2.827 0.001 -0.002 0.002
H 6.665 -1.001 -1.015 0.001 -0.001 0.000
H -4.073 1.516 2.931 -0.002 -0.005 -0.002
H -5.240 0.253 4.739 0.000 0.001 -0.001
H -4.216 -1.747 5.728 0.001 -0.002 0.001
H -1.983 -2.546 4.959 0.000 -0.003 0.000
H 1.510 -4.365 4.570 -0.004 0.002 -0.002
H 3.505 -5.831 4.843 -0.002 -0.001 0.000
H 5.526 -5.460 3.496 0.002 0.002 0.000
H 5.623 -3.612 1.830 0.001 0.001 0.001
H 0.692 4.317 -3.234 0.002 0.004 0.000
C -4.342 1.381 -5.091 -0.010 -0.009 -0.008
Se -2.565 1.319 -4.305 0.012 -0.001 -0.002
C -2.680 -0.478 -3.547 0.002 0.029 0.014
C -3.875 -0.706 -2.640 0.076 -0.033 -0.003
Se -4.007 0.703 -1.296 -0.060 0.012 -0.011
C -4.922 -0.378 0.037 0.020 -0.022 0.020
H -4.419 2.321 -5.634 -0.002 0.003 0.010
H -5.099 1.355 -4.310 0.000 0.006 0.004
H -4.484 0.557 -5.788 0.005 -0.005 0.007
H -1.753 -0.590 -2.984 0.001 -0.006 -0.021
H -2.675 -1.199 -4.365 0.000 0.006 -0.003
H -3.728 -1.638 -2.093 -0.024 0.020 0.002
H -4.806 -0.765 -3.204 -0.005 0.014 -0.003
H -4.286 -1.218 0.311 -0.005 -0.016 -0.007
H -5.885 -0.720 -0.338 0.002 -0.002 -0.006
H -5.081 0.257 0.906 -0.008 0.012 0.005
Se 0.307 -1.548 -1.243 -0.068 -0.136 0.009
C -1.257 -2.142 -0.500 0.057 0.090 0.014
N -2.252 -2.501 -0.024 -0.006 -0.017 0.001
```
Forces are in eV/Å.

Values from the calculation:
spin multiplicity: 2
total charge: -1
highest occupied orbital energy (spin up / spin down): -0.1428 / -0.1435 Eh
energy relative to the best compared isomer or geometry (same formula, charge and spin): 0.0 kcal/mol
expectation value of S²: 0.760

***

Record 3
Here is a single C9H13NO molecule at a distorted geometry from OMol25. Energies are from ωB97M-V/def2-TZVPD.

The geometry in XYZ format:
```
24
Properties=species:S:1:pos:R:3:forces:R:3
C 2.111 2.108 -1.362 -1.677 0.867 1.366
C 2.910 1.245 -0.721 2.768 -0.026 -1.424
C 0.813 1.661 -0.985 -2.224 -0.428 -0.249
C 0.941 0.532 -0.262 -0.552 0.530 -1.007
C -0.705 1.989 -1.138 2.273 -1.774 -0.440
C -1.372 0.908 -0.258 2.986 -0.741 1.839
C -1.228 -2.315 -0.158 2.314 0.711 -3.083
C -0.630 -1.565 2.210 4.882 1.816 -0.896
C -0.317 -1.397 0.650 2.045 -2.343 1.232
N -0.226 -0.027 0.239 0.840 0.645 -0.218
O 2.243 0.192 -0.183 -0.425 -0.662 1.402
H 2.248 3.128 -1.663 0.780 -0.065 -0.615
H 4.003 1.195 -0.787 -0.654 -0.322 0.418
H -0.804 2.899 -0.611 -0.937 1.428 -0.448
H -0.961 1.885 -2.199 -0.403 0.791 0.323
H -1.627 1.466 0.665 -1.198 -0.941 -0.602
H -1.965 0.155 -0.730 -1.543 0.551 -0.220
H -1.233 -3.319 0.145 0.078 -1.209 0.949
H -2.130 -1.870 0.024 -3.103 0.524 -0.185
H -1.003 -2.408 -1.322 -0.400 0.771 2.327
H 0.442 -1.379 2.755 -2.645 -0.343 -1.086
H -0.992 -2.456 2.584 -0.738 -2.205 0.183
H -1.254 -0.802 2.523 -1.367 1.680 0.679
H 0.736 -1.826 0.586 -1.099 0.743 -0.245
```
Forces are in eV/Å.

Values from the calculation:
total charge: 0
highest occupied orbital energy: -0.2519 Eh
SMILES: CC(C)N1CCc2ccoc21
energy relative to the best compared isomer or geometry (same formula, charge and spin): 92.5 kcal/mol

***

Record 4
Here is a single CH4N2O2 molecule at a distorted geometry from OMol25. Energies are from ωB97M-V/def2-TZVPD.

The geometry in XYZ format:
```
9
Properties=species:S:1:pos:R:3:forces:R:3
C 1.160 -0.022 -0.194 -3.483 1.098 0.382
N -1.672 -0.020 0.507 -0.604 1.221 3.508
N -0.326 -0.069 -0.914 3.478 -1.543 -0.620
O -1.171 0.912 -0.421 -0.440 0.825 0.604
O -1.124 -1.071 -0.204 1.193 -0.013 -0.927
H 1.763 -0.644 -0.841 0.075 -0.426 0.569
H 1.488 1.027 -0.246 -0.168 -0.366 -0.231
H 0.942 -0.242 0.896 0.973 -0.374 -1.361
H -1.060 0.128 1.418 -1.024 -0.422 -1.925
```
Forces are in eV/Å.

Values from the calculation:
total charge: 0
highest occupied orbital energy: -0.3370 Eh
SMILES: CN1ONO1
energy relative to the best compared isomer or geometry (same formula, charge and spin): 170.6 kcal/mol

***

Record 5
Here is a single C5H8N2 molecule at a distorted geometry from OMol25. Energies are from ωB97M-V/def2-TZVPD.

The geometry in XYZ format:
```
15
Properties=species:S:1:pos:R:3:forces:R:3
C -1.790 -0.905 0.638 -0.088 -0.223 -0.055
C -0.443 -0.565 0.042 -0.166 -0.309 -0.334
C -0.519 0.786 -0.538 -0.306 0.446 0.357
N 0.235 0.431 0.834 -0.349 0.330 -0.524
C 1.664 0.339 0.418 0.135 0.144 -0.112
C 1.915 0.569 -1.031 1.096 0.087 -0.742
N 2.230 0.748 -2.129 -0.196 -0.209 0.928
H -2.220 -0.010 1.108 0.165 -0.242 -0.137
H -1.701 -1.676 1.403 -0.015 -0.053 -0.083
H -2.460 -1.237 -0.157 -0.076 -0.122 0.125
H 0.142 -1.394 -0.345 0.030 0.012 -0.136
H 0.137 1.496 -0.984 0.435 -0.701 -1.216
H -1.539 1.065 -0.816 -0.139 0.586 1.591
H 2.300 1.033 0.974 -0.271 0.003 -0.012
H 2.049 -0.680 0.583 -0.257 0.252 0.350
```
Forces are in eV/Å.

Values from the calculation:
total charge: 0
highest occupied orbital energy: -0.3571 Eh
SMILES: C[C@H]1CN1CC#N
energy relative to the best compared isomer or geometry (same formula, charge and spin): 76.5 kcal/mol